# C16H19F3N2O3P

A 3-piece molecular cluster, C16H19F3N2O3P overall (ωB97M-V/def2-TZVPD, the OMol25 dataset).

The geometry in XYZ format:
```
44
Properties=species:S:1:pos:R:3:mulliken_charge:R:1
C 3.58 1.65 0.47 -0.80
C 2.33 2.19 0.38 -0.01
C 2.09 3.67 0.19 -0.93
P 0.49 4.05 -0.72 0.65
C -0.61 3.62 0.82 -1.15
O -0.90 2.20 1.01 -0.27
C -1.87 1.68 0.25 0.90
F -2.43 2.49 -0.62 -0.23
F -2.86 1.20 1.04 -0.32
F -1.36 0.61 -0.40 -0.25
C 1.45 4.67 -2.25 0.33
O 2.00 3.79 -2.96 -0.69
O 1.45 5.90 -2.41 -0.73
H 4.25 1.92 1.28 0.25
H 3.87 0.90 -0.27 0.24
H 1.50 1.50 0.44 0.22
H 2.88 4.01 -0.47 0.51
H 2.16 4.26 1.11 0.50
H -0.08 5.39 -0.63 -0.07
H -0.06 2.97 -1.48 -0.09
H -1.51 4.23 0.88 0.52
H -0.02 3.90 1.69 0.46
N -2.59 -4.21 1.93 -0.58
C -2.25 -2.96 1.64 -0.39
C -2.96 -2.15 0.77 0.19
C -4.08 -2.68 0.15 -0.46
C -4.45 -3.98 0.44 -0.37
C -3.67 -4.70 1.34 -0.27
H -1.36 -2.59 2.14 0.46
H -2.63 -1.13 0.57 0.29
H -4.66 -2.08 -0.54 0.41
H -5.32 -4.43 -0.02 0.36
H -3.93 -5.72 1.59 0.34
N 2.04 -1.65 0.50 -0.44
C 0.92 -1.84 -0.20 -0.24
C 0.80 -2.78 -1.22 -0.49
C 1.89 -3.55 -1.54 -0.33
C 3.07 -3.37 -0.83 -0.39
C 3.09 -2.41 0.18 -0.26
H 0.09 -1.21 0.08 0.65
H -0.14 -2.89 -1.75 0.39
H 1.84 -4.29 -2.33 0.36
H 3.95 -3.95 -1.05 0.37
H 3.99 -2.24 0.76 0.36
```

Values from the calculation:
- F_max: 1.9 eV/A
- Net charge: -1

---

# C4H5NO

A single C4H5NO molecule (ωB97M-V/def2-TZVPD, the OMol25 dataset).

The geometry in XYZ format:
```
11
Properties=species:S:1:pos:R:3:mulliken_charge:R:1
O -0.58 -1.58 1.25 -0.46
C 0.37 -0.84 1.31 0.08
C 0.55 0.37 0.42 -0.62
C -0.62 0.58 -0.55 -0.35
C -0.46 -0.18 -1.79 0.20
N -0.32 -0.76 -2.78 -0.41
H 1.18 -1.00 2.05 0.35
H 1.50 0.27 -0.11 0.34
H 0.66 1.25 1.08 0.31
H -0.72 1.63 -0.81 0.31
H -1.55 0.26 -0.07 0.26
```

Values from the calculation:
- SMILES string: N#CCCC=O
- F_max: 1.1 eV/A
- Net charge: 0

---

The records above yield energy values of -43460.98320; -7765.89108 eV, respectively.
The records above yield energy above the lowest of the compared OMol25 structures with the same formula, charge and spin values of 0.000; 0.635 eV, respectively.
The records above yield lowest unoccupied orbital energy values of 2.469; 0.685 eV, respectively.